# 1
94
Properties=species:S:1:pos:R:3:lowdin_charge:R:1 method="wB97M-V/def2-TZVPD" total_charge=+1 e_homo_ev=-11.00 e_lumo_ev=-3.79 homo_lumo_gap_ha=0.2650
C 3.497 -0.863 3.341 -0.18
C 3.612 -1.564 1.870 -0.48
S 3.616 -0.292 0.493 0.83
C 1.917 -0.185 -0.247 -0.39
C 0.934 0.526 0.829 -0.12
N 0.595 0.151 2.215 0.17
C -0.317 1.155 2.760 -0.17
N -0.832 1.220 3.981 -0.04
C -1.735 2.252 4.552 -0.12
C -0.931 3.478 5.278 -0.24
C -1.230 4.914 4.568 -0.65
I -1.171 6.539 6.069 0.72
C -0.448 0.082 4.915 -0.07
C -1.072 -1.334 4.484 -0.37
C -0.794 -2.348 5.729 -0.04
O -2.477 -1.292 4.135 -0.06
N -0.517 2.122 1.712 0.05
C -1.271 3.369 1.564 -0.32
O -0.604 4.442 1.475 0.10
N -2.725 3.498 1.456 0.17
C -3.345 2.281 0.879 -0.32
O -3.013 1.740 -0.186 0.12
F -4.437 1.742 1.633 0.06
N 0.187 1.745 0.610 0.11
H 2.449 -1.036 3.762 0.03
H 4.296 -1.264 4.066 0.08
H 3.681 0.277 3.277 0.07
H 2.741 -2.296 1.786 0.08
H 4.642 -2.079 1.817 0.09
H 1.467 -1.184 -0.568 0.09
H 1.927 0.477 -1.195 0.10
H -2.539 2.628 3.826 0.12
H -2.317 1.739 5.411 0.15
H -1.286 3.595 6.370 0.08
H 0.189 3.264 5.310 0.12
H -2.205 4.911 3.972 0.05
H -0.305 5.119 3.906 0.04
H 0.699 -0.010 4.801 0.13
H -0.693 0.311 6.005 0.14
H -0.462 -1.758 3.602 0.12
H 0.288 -2.702 5.663 0.09
H -1.517 -3.232 5.740 0.09
H -0.975 -1.784 6.726 0.09
H -2.559 -1.549 3.182 0.10
H -2.994 4.320 0.877 0.18
H 0.246 2.253 -0.280 0.19
C 5.059 -1.240 -3.121 -0.11
O 4.033 -2.190 -2.856 -0.22
C 3.090 -2.285 -3.923 -0.20
C 3.384 -3.487 -4.819 -0.20
O 4.627 -3.337 -5.502 -0.19
C 5.681 -4.054 -4.871 -0.11
H 5.884 -1.430 -2.432 0.09
H 5.433 -1.308 -4.143 0.09
H 4.677 -0.229 -2.937 0.08
H 3.066 -1.356 -4.503 0.13
H 2.104 -2.423 -3.468 0.11
H 2.609 -3.540 -5.588 0.13
H 3.359 -4.423 -4.252 0.13
H 5.612 -5.115 -5.132 0.09
H 5.661 -3.945 -3.783 0.08
H 6.630 -3.662 -5.241 0.09
C -3.181 3.971 -5.951 -0.11
O -1.857 3.750 -5.480 -0.19
C -1.287 4.917 -4.890 -0.19
C -1.381 4.871 -3.367 -0.20
O -2.737 4.917 -2.924 -0.19
C -3.243 3.629 -2.598 -0.10
H -3.653 2.998 -6.104 0.09
H -3.783 4.544 -5.245 0.08
H -3.145 4.495 -6.912 0.09
H -1.757 5.822 -5.288 0.13
H -0.231 4.936 -5.174 0.13
H -0.890 5.761 -2.965 0.12
H -0.867 3.992 -2.963 0.11
H -2.881 3.332 -1.610 0.04
H -2.955 2.873 -3.334 0.09
H -4.333 3.687 -2.570 0.10
C -0.930 -2.731 0.520 -0.13
O -1.953 -3.675 0.791 -0.19
C -2.900 -3.772 -0.274 -0.19
C -2.609 -4.975 -1.168 -0.19
O -1.367 -4.827 -1.854 -0.19
C -0.312 -5.545 -1.224 -0.11
H -0.099 -2.918 1.205 0.08
H -0.560 -2.802 -0.505 0.08
H -1.308 -1.718 0.703 0.07
H -2.925 -2.844 -0.856 0.13
H -3.884 -3.907 0.184 0.13
H -3.386 -5.030 -1.934 0.13
H -2.634 -5.910 -0.599 0.13
H -0.382 -6.605 -1.483 0.09
H -0.330 -5.433 -0.136 0.08
H 0.637 -5.154 -1.597 0.08

---

# 2
21
Properties=species:S:1:pos:R:3:lowdin_charge:R:1 method="wB97M-V/def2-TZVPD" total_charge=+2 e_homo_ev=-18.27 relative_energy_kcal_mol=41.9 e_lumo_ev=-6.64 homo_lumo_gap_ha=0.4273
C 0.974 -0.931 1.134 -0.11
C -0.143 -0.868 0.055 -0.16
C -1.036 0.336 -0.005 -0.05
C -2.274 0.384 0.510 -0.08
N -3.032 1.604 0.409 0.20
N 2.388 -0.538 0.551 0.10
H 0.721 -0.579 2.249 0.18
H 1.370 -1.908 1.446 0.11
H 0.394 -0.880 -0.907 0.10
H -0.642 -1.794 0.085 0.11
H -0.661 1.075 -0.689 0.12
H -2.748 -0.488 1.050 0.17
H -3.877 1.394 -0.098 0.17
H -3.511 1.801 1.370 0.23
H -2.461 2.398 0.102 0.19
H 2.664 0.428 0.870 0.17
H 3.076 -1.285 0.955 0.20
H 2.528 -0.535 -0.617 0.17
H 1.947 -0.476 -3.002 0.09
H 2.932 0.506 -2.291 0.07
O 2.207 -0.080 -2.177 0.00

---

# 3
18
Properties=species:S:1:pos:R:3:lowdin_charge:R:1 method="wB97M-V/def2-TZVPD" total_charge=+3 e_homo_ev="-25.02 / -24.98" relative_energy_kcal_mol=39.6 s_squared=12.009 multiplicity=7 e_lumo_ev="-16.29 / -14.45" homo_lumo_gap_ha="0.3209 / 0.3871"
Eu -0.022 -0.439 -0.004 1.66
C -0.058 1.148 1.957 -0.01
O 0.002 1.686 2.975 0.24
C 0.003 2.071 -1.020 -0.02
O -0.006 3.105 -1.469 0.25
C -2.389 -0.002 0.007 -0.02
O -3.526 0.023 -0.001 0.27
C 2.389 0.164 -0.169 0.00
O 3.515 0.017 0.007 0.25
C 0.005 -1.847 -1.918 -0.15
H 0.977 -2.334 -1.473 0.14
H -0.964 -2.332 -1.459 0.14
C 0.003 -0.648 -2.485 -0.15
H -0.948 -0.039 -2.730 0.14
H 0.952 -0.034 -2.730 0.14
O 0.920 -1.894 1.710 -0.06
H 0.864 -2.544 0.930 0.11
H 0.071 -1.844 2.168 0.08

---

# 4
63
Properties=species:S:1:pos:R:3:lowdin_charge:R:1 method="wB97M-V/def2-TZVPD" total_charge=-1 e_homo_ev="-0.44 / -6.27" s_squared=0.753 multiplicity=2 e_lumo_ev="1.66 / 1.65" homo_lumo_gap_ha="0.0772 / 0.2911"
C 2.712 2.385 -0.424 -2.05
Cl 3.929 2.128 0.765 0.55
Cl 1.787 0.968 -0.788 0.59
Cl 1.558 3.605 0.172 0.53
Cl 3.487 2.995 -1.959 0.47
C -0.523 -1.776 6.111 -2.04
Cl -1.443 -2.276 7.513 0.54
Cl 1.227 -2.092 6.347 0.50
Cl -1.084 -2.597 4.646 0.55
Cl -0.791 -0.075 5.751 0.55
C -4.873 -1.912 -2.402 -2.06
Cl -5.762 -1.554 -0.920 0.34
Cl -5.468 -3.419 -3.011 0.38
Cl -5.111 -0.529 -3.598 0.20
Cl -3.094 -1.978 -2.054 0.36
C 3.353 -5.954 1.751 -0.09
C 2.233 -5.114 1.854 -0.07
C 2.365 -3.713 1.896 -0.11
C 3.554 -3.174 1.714 -0.11
C 4.741 -3.967 1.701 -0.07
C 4.611 -5.344 1.702 -0.12
H 3.360 -7.032 1.810 0.09
H 1.261 -5.544 2.045 0.10
H 1.525 -3.069 2.108 0.10
H 3.629 -2.098 1.657 0.10
H 5.645 -3.439 1.434 0.09
H 5.439 -6.034 1.632 0.09
C -0.879 1.796 1.695 -0.14
C -1.560 1.767 0.476 -0.10
C -1.821 0.505 -0.196 -0.09
C -1.634 -0.636 0.532 -0.13
C -1.063 -0.584 1.804 -0.13
C -0.571 0.580 2.327 -0.13
H -0.589 2.777 2.041 0.07
H -1.756 2.694 -0.044 0.07
H -2.230 0.508 -1.196 0.07
H -1.841 -1.599 0.089 0.04
H -0.780 -1.502 2.297 0.03
H 0.040 0.436 3.207 0.06
C -2.221 6.995 -1.501 -0.09
C -2.725 5.763 -0.978 -0.08
C -3.042 5.557 0.363 -0.08
C -2.733 6.631 1.204 -0.11
C -2.299 7.820 0.720 -0.12
C -1.996 7.989 -0.619 -0.12
H -1.951 7.038 -2.546 0.10
H -2.854 4.912 -1.630 0.10
H -3.581 4.638 0.541 0.10
H -3.050 6.567 2.235 0.10
H -2.091 8.574 1.466 0.10
H -1.483 8.893 -0.912 0.10
C 1.955 -2.622 -5.237 -0.12
C 1.875 -3.577 -4.237 -0.11
C 1.235 -3.308 -3.010 -0.06
C 0.713 -1.987 -2.872 -0.09
C 0.811 -1.000 -3.874 -0.09
C 1.422 -1.338 -5.078 -0.10
H 2.455 -2.874 -6.160 0.09
H 2.377 -4.493 -4.513 0.09
H 1.303 -4.078 -2.255 0.09
H 0.245 -1.655 -1.957 0.07
H 0.474 0.022 -3.781 0.10
H 1.579 -0.600 -5.851 0.09

---

# 5
47
Properties=species:S:1:pos:R:3:lowdin_charge:R:1 method="wB97M-V/def2-TZVPD" total_charge=-2 e_homo_ev=0.92 relative_energy_kcal_mol=78.4 e_lumo_ev=3.03 homo_lumo_gap_ha=0.0775
O 0.674 0.016 -0.138 -0.40
V 0.682 -1.364 -0.934 0.99
O -0.618 -2.180 -0.427 -0.46
O 5.650 -2.532 -2.619 -0.49
C 5.294 -2.429 -1.217 -0.46
C 3.840 -2.469 -0.671 -0.36
O 2.752 -1.990 -1.465 -0.33
H 5.778 -1.553 -0.786 0.04
H 5.927 -3.198 -0.773 0.05
H 3.827 -1.995 0.310 0.07
H 3.543 -3.450 -0.301 0.06
C -1.854 -1.237 -3.510 -0.16
C -0.660 -0.603 -4.165 -0.49
O 0.453 -0.933 -3.411 -0.30
H -1.725 -2.317 -3.586 0.07
H -2.813 -1.071 -4.000 0.04
H -2.147 -1.014 -2.484 0.05
H -0.941 0.444 -4.276 0.07
H -0.656 -0.968 -5.192 0.09
C 0.631 1.021 3.349 0.05
N 0.455 -0.469 3.606 -0.43
O 0.296 -0.823 4.725 0.06
O 0.558 -1.208 2.616 0.06
H 0.262 1.170 2.334 0.06
H 1.689 1.286 3.353 0.11
H -0.100 1.598 3.915 0.08
C 1.310 2.873 -3.467 0.02
N 2.037 1.853 -2.594 -0.38
O 2.738 1.068 -3.288 0.06
O 2.046 1.948 -1.382 0.04
H 1.319 2.584 -4.518 0.08
H 1.691 3.892 -3.530 0.08
H 0.245 2.777 -3.252 0.08
C -3.631 -0.967 2.871 -0.07
C -2.966 -0.588 1.704 -0.02
C -2.485 0.710 1.639 -0.01
C -2.714 1.606 2.655 -0.13
C -3.418 1.218 3.838 -0.01
C -3.820 -0.106 3.927 -0.10
N -2.234 3.022 2.431 -0.35
O -2.534 3.897 3.219 0.04
O -1.384 3.227 1.587 0.08
H -4.201 -1.884 2.853 0.10
H -2.796 -1.312 0.921 0.10
H -1.899 0.959 0.766 0.12
H -3.747 1.945 4.565 0.11
H -4.354 -0.452 4.799 0.10

---

# 6
16
Properties=species:S:1:pos:R:3:lowdin_charge:R:1 method="wB97M-V/def2-TZVPD" e_homo_ev=-9.37 relative_energy_kcal_mol=45.3 smiles="CC(=O)[C@@H]1CN1C" e_lumo_ev=0.96 homo_lumo_gap_ha=0.3796
C -1.419 1.180 1.287 -0.01
C -1.454 -0.212 0.700 -0.40
O -2.409 -0.947 0.842 0.07
C -0.263 -0.704 -0.066 -0.21
C 1.125 -0.621 0.482 -0.09
N 0.699 0.256 -0.578 -0.13
C 1.220 -0.026 -1.903 -0.09
H -2.364 1.677 1.052 0.09
H -1.345 1.108 2.377 0.09
H -0.580 1.761 0.901 0.07
H -0.493 -1.578 -0.672 0.15
H 1.787 -1.451 0.228 0.11
H 1.307 -0.156 1.449 0.11
H 2.191 0.463 -2.019 0.08
H 0.539 0.388 -2.652 0.09
H 1.345 -1.105 -2.093 0.08

---

Number 1: F_max 5.9 eV Å⁻¹, energy -74284.3720 eV. Number 2: F_max 3.5 eV Å⁻¹, energy -9384.7485 eV. Number 3: F_max 6.5 eV Å⁻¹, energy -35848.3012 eV. Number 4: F_max 4.0 eV Å⁻¹, energy -178654.7578 eV. Number 5: F_max 4.0 eV Å⁻¹, energy -65435.2702 eV. Number 6: F_max 0.4 eV Å⁻¹, energy -8867.2486 eV.